[1]
{
  "formula": "C4H8N2",
  "method": "wB97M-V/def2-TZVPD",
  "symbols": ["C", "C", "N", "C", "C", "N", "H", "H", "H", "H", "H", "H", "H", "H"],
  "xyz": [[2.040, 0.052, 0.371], [0.684, 0.657, 0.224], [-0.192, -0.241, -0.758], [-1.613, -0.007, -0.660], [-2.171, -0.485, 0.608], [-2.570, -0.900, 1.611], [2.545, -0.043, -0.596], [1.981, -0.952, 0.826], [2.660, 0.676, 1.022], [0.145, 0.744, 1.190], [0.378, 1.135, -0.866], [0.062, -1.219, -0.754], [-2.153, -0.495, -1.481], [-1.797, 1.076, -0.738]],
  "atomic_forces_ev_per_a": [[0.38, -0.04, -0.12], [-2.65, -0.64, -3.53], [0.09, -1.59, 0.48], [0.26, 0.08, -0.13], [-0.69, -0.46, 1.24], [0.39, 0.39, -0.89], [-0.04, 0.01, 0.14], [-0.03, 0.28, -0.09], [-0.03, -0.10, -0.11], [0.22, 0.53, -0.71], [2.13, 2.02, 3.31], [-0.20, -0.35, 0.25], [0.18, 0.10, 0.12], [0.00, -0.23, 0.03]],
  "e_above_lowest_kcal_mol": 66.1,
  "lumo_ev": 0.95,
  "spin_multiplicity": 1,
  "homo_lumo_gap_ev": 10.1,
  "total_charge": 0,
  "smiles": "CCNCC#N"
}


[2]
{
  "formula": "C3H11NO4",
  "method": "wB97M-V/def2-TZVPD",
  "symbols": ["O", "C", "N", "C", "C", "O", "H", "H", "H", "H", "H", "H", "H", "O", "H", "H", "O", "H", "H"],
  "xyz": [[-2.190, 1.122, 0.242], [-0.944, 1.084, 0.363], [-0.429, 1.033, 1.631], [1.002, 0.677, 1.911], [1.341, -0.698, 1.628], [1.149, -0.865, 0.211], [-0.013, 1.009, -0.406], [-0.931, 0.953, 2.536], [1.593, 1.262, 1.271], [1.241, 1.292, 2.871], [2.375, -1.255, 1.994], [0.727, -1.424, 2.239], [1.636, -1.622, -0.174], [-2.706, 1.698, -3.503], [-2.390, 1.991, -2.705], [-3.657, 1.742, -3.437], [1.056, -2.430, -2.097], [0.986, -3.152, -2.784], [0.156, -2.418, -1.791]],
  "atomic_forces_ev_per_a": [[3.05, 0.21, -1.15], [-1.37, -0.56, 0.89], [1.99, -0.84, 1.41], [-0.79, 4.10, 1.54], [1.79, -5.54, 1.17], [0.38, -0.37, 0.51], [-2.60, 0.38, 1.11], [-0.57, 0.20, -1.80], [0.81, 0.88, -1.43], [-0.26, -2.21, -0.93], [-1.69, 2.52, -1.03], [-0.41, 0.77, -0.88], [-0.34, 0.51, 0.48], [-0.86, -1.05, -3.12], [1.17, 1.01, 3.13], [-0.31, -0.01, 0.06], [0.19, -1.60, -1.47], [0.53, 1.19, 1.01], [-0.71, 0.41, 0.50]],
  "e_above_lowest_kcal_mol": 77.8,
  "lumo_ev": 0.51,
  "spin_multiplicity": 1,
  "homo_lumo_gap_ev": 10.1,
  "total_charge": 0,
  "smiles": "O=CNCCO.O.O"
}


[3]
{
  "formula": "C2HCl2F3S",
  "method": "wB97M-V/def2-TZVPD",
  "symbols": ["C", "C", "F", "F", "F", "S", "Cl", "Cl", "H"],
  "xyz": [[-0.610, -0.057, 2.361], [0.229, -1.274, 1.011], [-1.689, 0.480, 1.921], [-0.733, -0.894, 3.445], [0.353, 0.833, 2.703], [1.209, -0.184, -0.034], [1.147, -2.504, 1.864], [-1.197, -2.006, 0.262], [0.753, -0.305, -1.278]],
  "atomic_forces_ev_per_a": [[4.64, -3.85, -0.46], [-2.36, 2.03, 1.55], [-0.41, 0.20, 0.33], [-0.97, 1.41, -1.25], [-1.33, -0.20, -0.49], [0.74, 0.36, 0.60], [0.01, 0.50, -0.10], [0.29, 0.14, -0.18], [-0.60, -0.61, 0.00]],
  "e_above_lowest_kcal_mol": 33.5,
  "lumo_ev": 0.44,
  "spin_multiplicity": 1,
  "homo_lumo_gap_ev": 10.3,
  "total_charge": 0
}


[4]
{
  "formula": "C4H16N3O",
  "method": "wB97M-V/def2-TZVPD",
  "symbols": ["N", "C", "C", "C", "N", "C", "N", "H", "H", "H", "H", "H", "H", "H", "H", "H", "H", "H", "H", "H", "H", "H", "H", "O"],
  "xyz": [[0.905, -1.036, 0.700], [0.469, 0.133, -0.124], [-0.853, -0.173, -0.841], [-2.067, -0.055, 0.072], [-2.047, -1.253, 0.988], [1.778, 0.427, -0.959], [2.575, -0.790, -1.257], [0.172, -1.301, 1.531], [0.850, -1.939, 0.132], [1.990, -1.120, 0.908], [0.218, 1.067, 0.502], [-0.879, -1.178, -1.326], [-0.952, 0.619, -1.526], [-3.085, 0.048, -0.609], [-1.976, 0.768, 0.785], [-1.948, -2.182, 0.620], [-3.124, -1.355, 1.170], [1.538, 1.045, -1.717], [2.512, 0.794, -0.153], [3.588, -0.662, -1.117], [2.660, -1.044, -2.213], [-1.221, 3.143, 2.149], [-0.134, 3.182, 1.101], [-0.970, 2.863, 1.181]],
  "atomic_forces_ev_per_a": [[-1.28, -2.38, 1.78], [0.71, 0.43, 0.12], [0.19, -0.50, 0.61], [-1.01, -1.61, -0.84], [-4.48, 0.68, 0.81], [1.68, -2.61, 4.60], [0.63, 0.03, -0.55], [2.08, 0.99, -1.46], [-0.13, 0.82, 0.05], [-1.41, 0.66, 0.63], [0.80, -1.70, -0.54], [0.20, 0.92, 0.06], [-0.08, 0.81, -1.54], [2.48, -0.26, 1.74], [-0.24, 0.23, -0.66], [0.82, -0.24, -1.27], [2.43, 0.32, 0.61], [-0.26, 2.27, -2.71], [-1.44, 0.87, -1.12], [-0.62, 0.43, 0.93], [-1.12, -0.37, -1.33], [0.59, -0.90, -2.83], [3.97, 1.55, -0.51], [-4.53, -0.44, 3.40]],
  "e_above_lowest_kcal_mol": 54.8,
  "lumo_ev": [0.50, 0.41],
  "spin_multiplicity": 2,
  "homo_lumo_gap_ev": [3.3, 10.2],
  "total_charge": 0,
  "s2": 0.751
}